Entry 1:
Entry from the Open Molecules 2025 dataset: 11 unconnected molecules or ions with the total composition C27H67N9O11 (ωB97M-V/def2-TZVPD).

The geometry in XYZ format:
```
114
C27H67N9O11 ωB97M-V/def2-TZVPD
C 12.87643 6.56973 14.34210
N 13.57241 7.48013 15.21447
C 14.08741 8.62773 14.74554
C 14.99024 9.42780 15.64752
O 13.85959 8.95357 13.57695
H 12.92943 5.57567 14.74644
H 13.38228 6.64792 13.39835
H 11.81409 6.81643 14.20048
H 13.80876 7.26606 16.20870
H 15.23211 8.95087 16.62252
H 14.48143 10.35084 15.87407
H 15.85517 9.63879 15.09513
C 16.17220 18.90934 8.62840
N 16.58625 17.58062 8.89233
C 16.27460 16.53224 8.13693
C 16.60126 15.15417 8.65929
O 15.75662 16.71708 7.10743
H 15.99029 19.41438 9.64532
H 15.23430 18.82008 8.03824
H 16.90273 19.48013 8.04140
H 16.99068 17.41162 9.80272
H 17.18164 14.57428 7.89929
H 15.61259 14.61920 8.77182
H 17.19889 15.21592 9.61030
C 13.61187 16.03216 12.65108
N 14.92309 16.10598 11.91742
C 16.07681 16.71914 12.28982
C 16.12316 17.22897 13.74470
O 17.12951 16.69237 11.60170
H 13.67730 15.84994 13.72464
H 13.18655 15.11801 12.18794
H 13.00074 16.92738 12.56412
H 15.08489 15.33489 11.25775
H 17.13835 17.28652 14.01164
H 15.57710 16.52529 14.38590
H 15.61476 18.21625 13.82128
C 15.42901 14.11636 17.21214
N 14.80886 13.44402 16.14166
C 15.38514 13.47823 14.88684
C 14.71958 12.77316 13.80630
O 16.39690 14.17085 14.74684
H 14.61480 14.31039 17.95380
H 15.66822 15.11030 16.86089
H 16.23306 13.59177 17.64429
H 14.07253 12.77686 16.28075
H 15.34771 11.90754 13.59800
H 14.74951 13.51434 13.00151
H 13.71142 12.43198 13.95696
C 18.20984 13.77136 12.07612
N 18.04266 12.58659 11.15220
C 16.90818 12.18826 10.52356
C 16.95219 10.91818 9.68749
O 15.82852 12.81863 10.67672
H 17.36140 14.45540 12.05466
H 19.09818 14.38986 11.73442
H 18.44967 13.43852 13.07569
H 18.91394 12.05809 11.05980
H 16.13138 10.31236 10.04337
H 17.83527 10.29810 9.89523
H 16.88326 11.27816 8.69094
C 7.49096 15.10676 11.89465
N 8.53670 15.90568 12.46408
C 8.95765 15.92286 13.77146
C 10.31688 16.61100 13.91360
O 8.37959 15.48320 14.74524
H 7.07647 14.45989 12.68734
H 7.75566 14.44051 11.05763
H 6.66727 15.76420 11.60171
H 9.29578 15.99142 11.82474
H 10.15887 17.32899 14.75574
H 10.67088 17.10789 13.03536
H 11.03123 15.74902 14.18148
C 11.91028 18.45615 9.99590
N 12.25474 17.49249 8.90019
C 12.30902 17.92664 7.60884
C 12.43525 16.78348 6.59734
O 12.38936 19.10239 7.34948
H 11.20798 19.25504 9.63972
H 12.83726 18.95360 10.33739
H 11.51422 17.87172 10.79567
H 11.84114 16.56037 8.98348
H 13.45988 16.83192 6.26311
H 11.73563 16.90432 5.75917
H 12.29479 15.81308 7.06722
C 10.28916 10.04942 15.34296
N 10.12129 11.36452 15.93680
C 11.32031 11.96121 16.18889
C 11.24960 13.35641 16.65493
O 12.38148 11.37763 16.11412
H 10.87280 9.44943 16.03072
H 10.90134 10.09990 14.44333
H 9.32275 9.55552 15.19746
H 9.24657 11.89970 15.85794
H 11.63080 14.03329 15.89984
H 11.88452 13.50367 17.55178
H 10.25941 13.69908 16.94638
C 10.70665 13.10377 12.36480
N 11.62416 13.20627 11.30273
C 11.58742 14.18584 10.44552
C 12.70928 14.20478 9.48585
O 10.75185 15.14610 10.52037
H 11.08956 12.28170 12.96053
H 9.68144 12.94535 12.03950
H 10.80223 14.01466 12.97144
H 12.34661 12.45610 11.19256
H 13.55257 14.20497 10.08389
H 12.73365 15.10203 8.90556
H 12.79375 13.34464 8.82589
O 7.32889 12.45867 15.24108
H 7.12925 13.38008 15.37491
H 6.63713 11.99897 15.65408
O 13.61295 11.05046 11.47710
H 14.32370 11.61457 11.11264
H 13.86346 10.53697 12.26611
```

As for the gap between HOMO and LUMO: 8.9804 eV. Its SMILES is CNC(C)=O.CNC(C)=O.CNC(C)=O.CNC(C)=O.CNC(C)=O.CNC(C)=O.CNC(C)=O.CNC(C)=O.CNC(C)=O.O.O. The value obtained for the energy is -65023.394 eV.

Results of the Löwdin charge analysis, in e, for atoms 1 through 4: C -0.067; N 0.002; C -0.534; C 0.015

---

Entry 2:
Entry from the Open Molecules 2025 dataset: 9 unconnected molecules or ions with the total composition C27H68BIN4O9 (ωB97M-V/def2-TZVPD).

The geometry in XYZ format:
```
110
C27H68BIN4O9 ωB97M-V/def2-TZVPD
C -3.04038 -3.44026 -3.06407
C -1.55800 -3.41366 -2.66376
C -0.99279 -1.98804 -2.55782
C -0.89333 -1.33167 -1.15336
C -2.03760 -1.85526 -0.37836
N -2.94934 -2.22744 0.21387
C -1.20273 0.19694 -1.27248
I -0.26064 1.14704 -2.97213
C -0.98777 1.08660 -0.04280
C -2.17183 1.10663 0.92345
C 0.42338 -1.68471 -0.37410
C 0.86255 -3.04689 -0.68121
N 1.19261 -4.11739 -0.94136
C 0.24699 -1.63946 1.18377
N -0.12240 -2.93297 1.76534
B 1.73836 -0.86350 -0.88663
N 2.50754 0.04411 -0.07436
O 2.12775 -1.08257 -2.20057
H -3.22290 -2.64195 -3.78013
H -3.70355 -3.39462 -2.20341
H -3.23574 -4.39200 -3.56144
H -1.35753 -4.03954 -1.79822
H -1.02343 -3.87298 -3.49027
H -1.68865 -1.36831 -3.12160
H -0.03118 -1.90911 -3.05669
H -2.26219 0.25568 -1.50870
H -0.86393 2.10886 -0.39430
H -0.08279 0.84954 0.50912
H -3.10722 1.33679 0.41599
H -1.99873 1.88428 1.66383
H -2.31356 0.16782 1.45490
H 1.18368 -1.31452 1.63966
H -0.50126 -0.91282 1.47457
H 0.66259 -3.32127 2.26398
H -0.89548 -2.76620 2.39407
H 3.42420 -0.32015 0.15996
H 2.04714 0.34408 0.77419
H 2.80683 -1.75895 -2.30225
C 4.22304 2.21428 -2.37045
C 3.87527 3.20734 -3.46282
O 2.76377 2.77383 -4.23998
H 4.44141 1.23733 -2.80305
H 5.09115 2.54990 -1.79866
H 3.38762 2.08149 -1.68188
H 4.70555 3.32067 -4.15926
H 3.66101 4.19169 -3.03108
H 2.00773 2.68306 -3.64761
C -4.15752 -0.43201 -7.30537
C -4.10758 -0.33853 -5.79174
O -2.96178 -0.99344 -5.25513
H -4.15848 -1.47610 -7.61985
H -5.05106 0.05383 -7.69979
H -3.28213 0.04710 -7.75039
H -4.97203 -0.83155 -5.34893
H -4.11408 0.70955 -5.47340
H -2.17664 -0.56779 -5.61593
C 0.41299 -4.89905 -7.73889
C -0.54086 -4.11469 -6.85668
O 0.12126 -3.53761 -5.73560
H 0.89929 -5.68671 -7.16310
H -0.11328 -5.35305 -8.57987
H 1.19594 -4.24817 -8.13566
H -1.31071 -4.76795 -6.44908
H -1.03597 -3.32805 -7.43709
H 0.79906 -2.94008 -6.06610
C -4.18833 4.72004 -0.07283
C -4.07919 4.85958 1.43497
O -2.91756 4.21402 1.94556
H -4.20838 3.66699 -0.35535
H -5.09313 5.20023 -0.44828
H -3.32718 5.17725 -0.56596
H -4.93006 4.38846 1.92482
H -4.06748 5.91821 1.71769
H -2.14403 4.62358 1.54059
C -3.11290 -3.62993 6.22063
C -2.02044 -3.22464 5.24907
O -2.53570 -2.50008 4.13737
H -3.86312 -4.23535 5.71246
H -2.70483 -4.20320 7.05435
H -3.61675 -2.74867 6.62449
H -1.53137 -4.10564 4.83487
H -1.26156 -2.62111 5.76275
H -2.96451 -1.70649 4.47187
C 0.46008 5.50270 4.33894
C 1.30295 5.22195 3.10871
O 0.53075 5.38291 1.91386
H -0.40200 4.83481 4.36791
H 1.03939 5.36995 5.25136
H 0.08088 6.52756 4.32093
H 1.66432 4.19639 3.11605
H 2.16910 5.88446 3.07391
H 0.22113 6.29316 1.88848
C 3.81434 -4.28144 4.55859
C 3.40352 -2.89952 4.08777
O 1.98479 -2.74735 4.04791
H 3.38914 -5.04549 3.90770
H 4.89968 -4.38819 4.56157
H 3.44879 -4.46804 5.57107
H 3.75492 -2.72280 3.07178
H 3.83607 -2.12965 4.73552
H 1.64551 -2.88701 4.93732
C 5.43523 3.44079 5.56712
C 5.07245 4.85440 5.15249
O 3.66040 5.05016 5.09951
H 4.99774 2.71954 4.87623
H 6.51683 3.30138 5.58079
H 5.04875 3.21969 6.56487
H 5.44420 5.06671 4.15149
H 5.51781 5.58008 5.84077
H 3.30813 4.88215 5.97903
```

As for the gap between HOMO and LUMO: 8.9245 eV. Its SMILES is CCC[C@](C#N)([C@H](I)CC)[C@](C#N)(CN)B(N)O.CCO.CCO.CCO.CCO.CCO.CCO.CCO.CCO. The value obtained for the energy is -62266.010 eV.

Results of the Löwdin charge analysis, in e, for atoms 1 through 4: C -0.089; C -0.230; C -0.187; C -0.370

---

Entry 3:
Entry from the Open Molecules 2025 dataset: 4 unconnected molecules or ions with the total composition C27H68N10O3P3 (ωB97M-V/def2-TZVPD).

The geometry in XYZ format:
```
111
C27H68N10O3P3 ωB97M-V/def2-TZVPD
C -6.59610 -3.67269 1.77380
C -5.86450 -4.39068 3.01070
C -4.33978 -4.73702 2.62675
C -3.62432 -5.80569 3.59510
C -3.56246 -3.35022 2.46586
C -3.71512 -2.11132 3.41139
C -2.94233 -0.76782 3.16338
N -2.07562 -0.69336 2.01263
C -1.86900 -1.80516 1.07018
C -2.58849 -3.17328 1.24631
H -5.97938 -2.83510 1.28211
H -6.75853 -4.47981 0.96553
H -7.56934 -3.20478 2.14670
H -5.90033 -3.74868 3.97494
H -6.40373 -5.37893 3.27557
H -4.37214 -5.21381 1.57384
H -3.11943 -6.59519 2.91996
H -2.79879 -5.37962 4.25801
H -4.44963 -6.32112 4.21942
H -4.42594 -2.14566 4.30752
H -3.10711 0.12474 3.87368
H -1.59391 0.21210 1.84142
H -1.18420 -1.64463 0.17637
H -2.42036 -4.01563 0.48178
O -2.88494 -5.54854 -1.91867
P -2.51262 -5.35334 -3.40608
N -3.87316 -4.37459 -3.69431
C -5.19067 -4.69420 -4.19105
C -3.82956 -3.02317 -3.15708
N -2.75388 -7.02073 -3.77388
C -3.81265 -7.58299 -4.59539
C -2.46972 -7.97162 -2.69273
N -2.06503 -5.10332 -5.09411
C -2.76801 -4.40042 -6.14921
C -1.00242 -5.95378 -5.63309
H -5.46052 -4.00025 -5.00092
H -5.95664 -4.62026 -3.41411
H -5.28374 -5.67531 -4.64102
H -3.08340 -2.42212 -3.69102
H -3.55924 -3.03093 -2.09454
H -4.78672 -2.50108 -3.23544
H -4.76386 -7.61616 -4.05627
H -3.56460 -8.60619 -4.89275
H -3.93621 -7.03964 -5.53054
H -3.30324 -8.02889 -1.98587
H -1.57108 -7.68474 -2.14431
H -2.28491 -8.97930 -3.08437
H -3.60721 -4.98500 -6.53620
H -2.10695 -4.18746 -6.99606
H -3.12478 -3.41858 -5.83379
H -1.41541 -6.83034 -6.13891
H -0.33426 -6.29621 -4.83913
H -0.37533 -5.41230 -6.34948
O 0.46076 2.52455 0.27311
P 1.04579 1.63379 -0.84395
N 2.46678 1.32090 0.03363
C 3.76049 1.96414 0.01692
C 2.34851 0.41128 1.16284
N 1.17888 2.95229 -1.94734
C 2.40883 3.55291 -2.43682
C 0.18174 4.02002 -1.80602
N 1.67579 0.58322 -2.11538
C 2.95635 -0.08891 -2.21824
C 0.97737 0.60382 -3.40164
H 4.55117 1.20502 -0.07693
H 3.95032 2.53776 0.92714
H 3.93196 2.62842 -0.82151
H 2.14736 -0.60965 0.81363
H 1.52680 0.71008 1.82418
H 3.25103 0.37431 1.77813
H 2.86526 4.20212 -1.68417
H 2.21123 4.16208 -3.32391
H 3.12750 2.80350 -2.76368
H 0.44428 4.70241 -0.99184
H -0.80847 3.60785 -1.60514
H 0.09134 4.60765 -2.72774
H 3.75581 0.60292 -2.49696
H 2.93356 -0.87702 -2.97869
H 3.23153 -0.61001 -1.29985
H 1.45022 1.30146 -4.09763
H -0.06774 0.89750 -3.27519
H 0.96339 -0.38639 -3.87029
O 5.85098 4.87955 2.71118
P 5.12865 5.72480 3.77888
N 3.59367 5.46424 3.09446
C 2.81984 6.24642 2.16074
C 3.01868 4.13986 3.27113
N 5.90239 7.18216 3.27331
C 5.26822 8.32569 2.64068
C 7.24616 7.03838 2.70122
N 4.34816 6.65684 5.05848
C 2.95764 7.03037 5.22141
C 5.21923 7.43883 5.93677
H 1.79478 6.37170 2.54116
H 2.75880 5.77587 1.17515
H 3.17257 7.25999 2.01121
H 2.75654 3.97305 4.32320
H 3.72988 3.36180 2.97288
H 2.11221 3.98261 2.67965
H 5.05411 8.13278 1.58519
H 5.92076 9.20259 2.69135
H 4.35580 8.62296 3.15491
H 7.19977 6.72473 1.65386
H 7.83181 6.30365 3.25581
H 7.80508 7.98110 2.75056
H 2.67756 7.85167 4.55562
H 2.75065 7.36148 6.24489
H 2.27719 6.19100 5.06805
H 5.30701 8.47187 5.58980
H 6.22064 7.00398 5.98312
H 4.84467 7.45689 6.96607
```

As for the gap between HOMO and LUMO: 4.8530 eV. The value obtained for the energy is -77993.005 eV. The charge is +1.

Results of the Löwdin charge analysis, in e, for atoms 1 through 4: C -0.112; C -0.231; C -0.331; C -0.060

---

Entry 4:
Entry from the Open Molecules 2025 dataset: 7 unconnected molecules or ions with the total composition C27H72N4O11 (ωB97M-V/def2-TZVPD).

The geometry in XYZ format:
```
114
C27H72N4O11 ωB97M-V/def2-TZVPD
C 4.18646 -4.90701 -2.71629
O 3.43255 -4.92239 -1.50862
C 4.10509 -5.65028 -0.50620
C 3.30270 -5.49007 0.79511
N 3.50728 -4.12338 1.26711
C 2.51709 -3.66481 2.17976
C 2.62022 -2.18529 2.41796
O 2.39692 -1.53170 1.19784
C 2.24478 -0.09283 1.35856
H 3.50498 -4.37341 -3.43797
H 4.38477 -5.89141 -3.10685
H 5.20996 -4.41703 -2.61854
H 5.12182 -5.27958 -0.38564
H 4.04845 -6.66663 -0.82757
H 3.63278 -6.27542 1.50982
H 2.25311 -5.69534 0.52645
H 3.43983 -3.56008 0.42349
H 2.66618 -4.09255 3.16494
H 1.45735 -3.80301 1.86909
H 3.55218 -1.98507 2.89243
H 1.81753 -1.86052 3.12312
H 1.25769 0.08093 1.72258
H 2.28763 0.38759 0.40683
H 3.04194 0.27651 2.00069
C -1.71320 1.69451 2.46255
O -0.54529 1.96113 3.27940
C 0.30414 2.86037 2.54222
C 1.46098 3.26613 3.38584
N 1.09647 3.68352 4.65956
C 2.11692 3.64761 5.65043
C 1.60921 4.39194 6.85302
O 0.36445 3.71759 7.26369
C -0.38681 4.42425 8.19367
H -1.41452 1.48334 1.42909
H -2.36750 2.60362 2.36601
H -2.23797 0.83852 2.96288
H -0.31277 3.75281 2.37998
H 0.69945 2.42004 1.64993
H 1.94995 4.13130 2.91424
H 2.17641 2.41933 3.39814
H 0.27755 3.09921 4.95373
H 2.97674 4.21407 5.28254
H 2.53622 2.62393 6.03118
H 1.35690 5.42556 6.69872
H 2.32965 4.24508 7.67736
H 0.12818 4.69152 9.12258
H -1.24304 3.80690 8.47371
H -0.72098 5.36371 7.78739
C -0.28340 4.20873 -4.20823
O -0.18170 2.98350 -4.83948
C 1.09840 2.41006 -4.66589
C 1.33593 1.31461 -5.70623
N 1.29669 1.90134 -7.03813
C 1.67752 0.80692 -7.88935
C 1.24390 0.95746 -9.32937
O -0.12538 0.60999 -9.41082
C -0.86491 1.31551 -10.44905
H -1.28015 4.61980 -4.41420
H 0.50137 4.89394 -4.61560
H -0.10832 4.12028 -3.10802
H 1.17462 2.04080 -3.62891
H 1.85327 3.15095 -4.89672
H 0.63575 0.47576 -5.55101
H 2.32588 0.99108 -5.42501
H 0.36896 2.29893 -7.18894
H 1.31370 -0.20025 -7.56558
H 2.77852 0.77596 -7.86597
H 1.76633 0.28509 -9.98814
H 1.40106 2.02175 -9.61297
H -1.90196 1.16067 -10.22945
H -0.62681 0.98627 -11.44295
H -0.61855 2.37409 -10.37928
C -5.90769 -0.11848 3.51542
O -5.05809 -0.43036 2.40772
C -5.55781 -1.50481 1.57036
C -4.42450 -1.86809 0.60846
N -3.07716 -1.79988 1.12501
C -2.40582 -2.88023 1.82850
C -1.30068 -2.35203 2.64918
O -1.83430 -1.43765 3.64198
C -0.86627 -0.76644 4.40582
H -6.23071 -1.03254 4.09840
H -6.85719 0.41537 3.20592
H -5.37483 0.58350 4.16270
H -6.44021 -1.11841 0.97517
H -5.87398 -2.33470 2.19085
H -4.44081 -1.18270 -0.27051
H -4.58724 -2.87028 0.17412
H -3.03807 -1.05606 1.82123
H -1.91138 -3.55342 1.13562
H -3.08068 -3.44971 2.47907
H -0.68031 -1.81746 1.96043
H -0.76827 -3.17106 3.10151
H -1.47431 -0.08983 4.97814
H -0.15727 -0.21534 3.87880
H -0.42086 -1.47887 5.06570
C 0.07411 -3.70818 -0.86559
O -0.12058 -2.34833 -0.54286
H -0.39473 -3.88231 -1.89636
H 1.07996 -3.97705 -0.96854
H -0.45142 -4.44253 -0.20644
H 0.57459 -2.10562 0.08365
C -1.41724 3.05824 -0.69137
O -0.33812 2.20368 -0.80734
H -1.04986 4.01378 -1.14151
H -2.28554 2.72906 -1.23340
H -1.79009 3.25642 0.30426
H -0.60706 1.31945 -1.03233
C -2.09560 -0.32443 -2.26208
O -1.89732 -0.00171 -0.91729
H -2.01574 0.60183 -2.82415
H -1.30359 -1.02454 -2.66238
H -3.10822 -0.73932 -2.46947
H -2.29625 -0.64544 -0.29304
```

As for the gap between HOMO and LUMO: 9.3206 eV. Its SMILES is COCCNCCOC.COCCNCCOC.COCCNCCOC.COCCNCCOC.CO.CO.CO. The value obtained for the energy is -57641.844 eV.

Results of the Löwdin charge analysis, in e, for atoms 1 through 4: C -0.108; O -0.221; C -0.233; C -0.195

---

Number 1: LUMO level 0.3 eV. Number 2: LUMO level 0.2 eV. Number 3: LUMO level -4.2 eV. Number 4: LUMO level 0.8 eV.